# C7H13OP

The molecule C7H13OP (ωB97M-V with the def2-TZVPD basis set, the Open Molecules 2025 dataset).

```
22
C7H13OP | the Open Molecules 2025 dataset | ωB97M-V with the def2-TZVPD basis set
C 0.481 0.222 -0.614
C -0.840 0.684 0.086
C 1.762 1.229 -0.605
C 1.637 0.108 0.399
C -1.049 2.147 0.299
C 2.443 -1.241 0.396
C -2.315 -2.035 -0.182
O -3.564 0.143 0.493
P -2.303 -0.212 -0.229
H 0.504 -0.467 -1.319
H 1.652 2.267 -0.146
H 2.381 1.058 -1.467
H 1.482 0.498 1.339
H -0.481 2.418 1.156
H -2.167 2.215 0.277
H -0.762 2.839 -0.453
H 3.501 -0.986 0.704
H 2.649 -1.556 -0.549
H 2.044 -2.065 0.965
H -1.326 -2.557 -0.311
H -2.780 -2.309 0.703
H -2.950 -2.400 -0.942
```

Summary:
Kohn-Sham gap, eV: 7.8
Energy, eV: -18802.8898

natural (NBO) atomic charge list, values in e, 6 entries:
1 C -0.245
2 C -0.375
3 C -0.416
4 C -0.211
5 C -0.678
6 C -0.606

***

# C7H13PS

A structure of composition C7H13PS (ωB97M-V with the def2-TZVPD basis set, the Open Molecules 2025 dataset).

```
22
C7H13PS | the Open Molecules 2025 dataset | ωB97M-V with the def2-TZVPD basis set
C 1.595 -0.523 0.850
C 1.382 0.787 1.003
C 0.518 -1.291 0.135
C 0.333 1.426 -0.001
C -0.026 -2.452 0.993
C -0.234 2.701 0.536
C -1.181 -0.408 -2.395
P -0.822 0.021 -0.176
S -2.419 0.193 0.900
H 2.194 -1.015 1.567
H 2.186 1.325 1.444
H 1.039 -1.871 -0.758
H 0.845 1.353 -1.048
H 0.677 -3.092 1.452
H -0.521 -3.048 0.277
H -0.811 -2.071 1.527
H 0.590 3.561 0.689
H -0.735 2.595 1.459
H -0.876 3.148 -0.318
H -0.711 0.292 -3.086
H -0.795 -1.349 -2.708
H -2.228 -0.281 -2.342
```

Summary:
Kohn-Sham gap, eV: 9.4
Energy, eV: -27591.5850

natural (NBO) atomic charge list, values in e, 6 entries:
1 C -0.183
2 C -0.185
3 C -0.561
4 C -0.608
5 C -0.611
6 C -0.612

***

# C7H14

The molecule C7H14 (ωB97M-V with the def2-TZVPD basis set, the Open Molecules 2025 dataset).

```
21
C7H14 | the Open Molecules 2025 dataset | ωB97M-V with the def2-TZVPD basis set
C -1.909 1.804 0.906
C -1.752 0.315 0.633
C -1.503 -0.269 -0.599
C -0.172 0.069 -1.038
C 1.041 -0.815 -0.649
C 0.910 -1.511 0.703
C 2.325 0.015 -0.708
H -2.967 2.078 0.892
H -1.524 2.045 1.899
H -1.364 2.402 0.177
H -2.408 -0.244 1.309
H -2.135 -1.011 -1.081
H -0.084 0.311 -2.105
H -0.164 0.774 0.093
H 1.100 -1.595 -1.419
H 1.792 -2.126 0.887
H 0.022 -2.141 0.745
H 0.843 -0.785 1.515
H 2.322 0.775 0.076
H 3.205 -0.615 -0.567
H 2.423 0.523 -1.669
```

Summary:
Kohn-Sham gap, eV: 9.4
SMILES string: C/C=C\CC(C)C
Energy, eV: -7482.5933

natural (NBO) atomic charge list, values in e, 6 entries:
1 C -0.631
2 C -0.241
3 C -0.161
4 C -0.435
5 C -0.205
6 C -0.613

***

# C7H14

The molecule C7H14 (ωB97M-V with the def2-TZVPD basis set, the Open Molecules 2025 dataset).

```
21
C7H14 | the Open Molecules 2025 dataset | ωB97M-V with the def2-TZVPD basis set
C 2.130 -0.589 0.871
C 1.136 -0.588 -0.290
C 0.056 0.489 -0.142
C 0.558 1.927 -0.199
C -1.142 0.276 -1.139
C -2.039 0.235 0.027
C -2.283 -1.165 0.486
H 2.858 -1.401 0.771
H 2.691 0.350 0.925
H 1.609 -0.724 1.828
H 1.662 -0.439 -1.242
H 0.655 -1.574 -0.351
H 1.034 2.150 -1.161
H 1.283 2.122 0.598
H -0.288 2.608 -0.057
H -1.261 1.139 -1.805
H -1.008 -0.644 -1.734
H -0.336 0.377 0.890
H -2.387 -1.275 1.573
H -1.635 -1.964 0.082
H -3.293 -1.310 0.067
```

Summary:
Kohn-Sham gap, eV: 9.1
Energy, eV: -7482.6874

natural (NBO) atomic charge list, values in e, 6 entries:
1 C -0.609
2 C -0.393
3 C -0.190
4 C -0.605
5 C -0.530
6 C 0.099

***

Across the entries above, HOMO takes the values -7.975, -8.619, -8.442, -8.020 eV, respectively.
Across the entries above, energy above the lowest of the compared OMol25 structures with the same formula, charge and spin takes the values 2.601, 2.268, 3.701, 3.607 eV, respectively.